# C25H26ClKN5

A molecular structure, C25H26ClKN5 at a distorted geometry (wB97M-V/def2-TZVPD, OMol25).

ΔE to the lowest compared entry with this formula, charge and spin	0.00	kcal/mol
net charge	-1
LUMO energy (spin up / spin down)	2.2 / 2.2	eV
electronic energy	-2302.0798	Eh
frontier orbital gap (spin up / spin down)	2.84 / 3.89	eV
HOMO level (spin up / spin down)	-0.61 / -1.65	eV
largest force on an atom	1.2	eV Å⁻¹

Each line ends with the natural charge from an NBO analysis.
Cartesian coordinates (Å):
K1 -0.68 0.73 -0.45  0.869
C1 -0.61 -1.80 1.78  -0.222
C2 -0.74 -2.54 0.43  -0.446
C3 -2.11 -2.47 -0.19  0.242
C4 -3.06 -3.47 0.05  -0.260
C5 -4.31 -3.35 -0.51  -0.171
C6 -4.60 -2.25 -1.29  -0.269
C7 -3.59 -1.31 -1.49  0.059
N1 -2.38 -1.42 -0.96  -0.437
N2 0.15 -0.56 1.72  -0.453
C8 1.58 -0.80 1.64  -0.250
C9 2.43 0.31 1.04  0.221
C10 3.81 0.24 1.18  -0.261
C11 4.60 1.18 0.55  -0.164
C12 3.99 2.19 -0.18  -0.254
C13 2.61 2.20 -0.24  0.063
N3 1.85 1.29 0.36  -0.476
C14 -0.18 0.37 2.79  -0.250
C15 -1.60 0.92 2.76  0.134
C16 -2.07 1.51 3.91  -0.297
C17 -3.36 2.09 3.92  -0.398
C18 -4.11 2.00 2.73  -0.277
C19 -3.57 1.35 1.64  -0.068
N4 -2.31 0.82 1.61  -0.698
H1 -0.18 -2.48 2.53  0.159
H2 -1.61 -1.54 2.13  0.246
H3 -0.49 -3.59 0.58  0.206
H4 -0.01 -2.15 -0.29  0.226
H5 -2.80 -4.32 0.66  0.208
H6 -5.06 -4.11 -0.33  0.207
H7 -5.57 -2.11 -1.75  0.213
H8 -3.75 -0.44 -2.11  0.198
H9 1.73 -1.68 1.01  0.211
H10 2.01 -1.06 2.62  0.172
H11 4.26 -0.56 1.76  0.207
H12 5.68 1.13 0.64  0.208
H13 4.56 2.93 -0.71  0.227
H14 2.09 2.97 -0.81  0.202
H15 0.53 1.19 2.74  0.205
H16 -0.04 -0.12 3.77  0.167
H17 -1.43 1.52 4.79  0.182
H18 -3.74 2.59 4.80  0.180
H19 -5.11 2.41 2.65  0.188
H20 -4.17 1.25 0.74  0.158
Cl1 3.72 3.76 -3.81  -0.064
C20 3.17 2.10 -3.59  -0.015
C21 4.13 1.10 -3.36  -0.452
C22 3.58 -0.18 -3.08  -0.243
C23 2.24 -0.40 -3.12  -0.062
N5 1.32 0.58 -3.46  -0.330
C24 1.83 1.88 -3.63  -0.134
H21 5.19 1.32 -3.34  0.211
H22 4.22 -1.01 -2.83  0.204
H23 1.81 -1.38 -2.93  0.195
H24 1.11 2.66 -3.79  0.214
C25 -0.11 0.35 -3.41  -0.728
H25 -0.57 0.86 -4.28  0.150
H26 -0.26 -0.73 -3.59  0.148

# C19H28N6O4PRuS3

A molecular structure, C19H28N6O4PRuS3 at a distorted geometry (wB97M-V/def2-TZVPD, OMol25).

ΔE to the lowest compared entry with this formula, charge and spin	44.12	kcal/mol
net charge	-1
LUMO energy	2.6	eV
electronic energy	-3001.3296	Eh
frontier orbital gap	6.55	eV
HOMO level	-3.93	eV
largest force on an atom	3.2	eV Å⁻¹

Each line ends with the natural charge from an NBO analysis.
Cartesian coordinates (Å):
Ru1 -0.51 -0.43 1.02  0.582
C1 1.54 5.15 1.54  -0.617
C2 0.64 4.87 2.74  -0.201
N1 -0.37 3.83 2.53  -0.624
C3 -0.05 2.51 2.27  0.283
S1 -0.97 1.32 3.14  -0.270
N2 0.90 2.21 1.44  -0.440
N3 0.99 0.92 1.17  -0.087
C4 2.19 0.39 1.03  0.157
C5 3.38 1.28 0.87  -0.656
C6 2.24 -1.02 1.25  0.178
C7 3.43 -1.77 1.23  -0.241
C8 3.42 -3.08 1.64  -0.188
C9 2.22 -3.65 2.06  -0.275
C10 1.08 -2.89 2.01  0.072
N4 1.05 -1.62 1.60  -0.385
H1 2.14 6.04 1.72  0.189
H2 0.93 5.30 0.64  0.214
H3 2.19 4.30 1.36  0.232
H4 0.09 5.78 2.98  0.183
H5 1.27 4.63 3.61  0.166
H6 -1.07 3.83 3.26  0.389
H7 3.07 2.17 0.33  0.250
H8 4.17 0.78 0.31  0.205
H9 3.77 1.59 1.84  0.219
H10 4.34 -1.29 0.90  0.213
H11 4.33 -3.67 1.62  0.207
H12 2.17 -4.67 2.42  0.215
H13 0.12 -3.30 2.30  0.230
C11 2.23 -5.35 -1.42  -0.620
C12 1.30 -4.29 -1.96  -0.069
O1 0.35 -3.96 -0.94  -0.841
P1 -0.56 -2.63 -1.10  1.651
S2 0.51 -1.02 -1.56  -0.544
S3 -1.82 -2.59 0.43  -0.520
O2 -1.38 -3.11 -2.43  -0.846
C13 -2.26 -2.18 -3.06  -0.071
C14 -2.92 -2.88 -4.23  -0.617
H14 2.84 -5.75 -2.23  0.200
H15 1.65 -6.16 -0.98  0.210
H16 2.88 -4.93 -0.65  0.210
H17 0.76 -4.65 -2.83  0.175
H18 1.85 -3.38 -2.24  0.195
H19 -1.70 -1.31 -3.38  0.192
H20 -3.01 -1.85 -2.33  0.192
H21 -2.17 -3.18 -4.96  0.201
H22 -3.63 -2.21 -4.71  0.204
H23 -3.45 -3.77 -3.88  0.207
C15 -2.45 4.12 -1.65  -0.396
N5 -2.70 2.94 -0.84  -0.441
C16 -3.89 2.75 -0.21  0.058
C17 -4.12 1.70 0.58  -0.377
C18 -3.02 0.77 0.82  0.626
O3 -3.08 -0.17 1.61  -0.663
N6 -1.85 0.98 0.15  -0.642
C19 -1.62 2.04 -0.67  0.779
O4 -0.58 2.26 -1.27  -0.672
H24 -3.40 4.50 -2.04  0.183
H25 -1.79 3.85 -2.47  0.236
H26 -1.96 4.90 -1.06  0.192
H27 -4.64 3.51 -0.40  0.189
H28 -5.06 1.54 1.09  0.219

# C20H21NO

A single C20H21NO molecule (wB97M-V/def2-TZVPD, OMol25).

ΔE to the lowest compared entry with this formula, charge and spin	20.57	kcal/mol
LUMO energy	0.7	eV
electronic energy	-904.6948	Eh
SMILES	CCCCC#Cc1ccccc1CC(=O)Nc1ccccc1
frontier orbital gap	9.03	eV
HOMO level	-8.33	eV
largest force on an atom	0.9	eV Å⁻¹

Each line ends with the natural charge from an NBO analysis.
Cartesian coordinates (Å):
C1 -0.25 2.83 -4.82  -0.609
C2 0.72 2.59 -3.66  -0.393
C3 0.01 2.31 -2.33  -0.373
C4 -0.76 0.99 -2.34  -0.489
C5 -1.30 0.70 -1.03  0.040
C6 -1.72 0.48 0.08  -0.082
C7 -2.19 0.22 1.39  -0.064
C8 -2.58 1.29 2.19  -0.186
C9 -3.02 1.08 3.48  -0.214
C10 -3.09 -0.21 3.98  -0.193
C11 -2.72 -1.28 3.19  -0.198
C12 -2.27 -1.09 1.89  0.006
C13 -1.86 -2.27 1.05  -0.525
C14 -0.39 -2.60 1.31  0.698
O1 -0.04 -3.58 1.92  -0.604
N1 0.44 -1.66 0.79  -0.645
C15 1.83 -1.59 0.82  0.239
C16 2.63 -2.57 1.41  -0.274
C17 4.01 -2.43 1.39  -0.187
C18 4.60 -1.33 0.79  -0.243
C19 3.81 -0.35 0.22  -0.185
C20 2.43 -0.48 0.23  -0.278
H1 0.30 3.12 -5.71  0.214
H2 -0.94 3.63 -4.57  0.202
H3 -0.82 1.94 -5.05  0.200
H4 1.37 1.75 -3.91  0.196
H5 1.35 3.47 -3.54  0.206
H6 0.76 2.28 -1.54  0.206
H7 -0.67 3.13 -2.11  0.203
H8 -0.10 0.17 -2.64  0.231
H9 -1.59 1.04 -3.05  0.235
H10 -2.51 2.29 1.79  0.219
H11 -3.32 1.91 4.10  0.217
H12 -3.44 -0.39 4.99  0.217
H13 -2.77 -2.29 3.58  0.220
H14 -2.00 -2.06 -0.01  0.238
H15 -2.45 -3.15 1.33  0.244
H16 -0.01 -0.87 0.33  0.420
H17 2.17 -3.42 1.87  0.255
H18 4.62 -3.19 1.84  0.213
H19 5.68 -1.23 0.78  0.211
H20 4.26 0.51 -0.25  0.210
H21 1.81 0.29 -0.22  0.203

# C27H33N10S5Ti

A molecular structure, C27H33N10S5Ti at a distorted geometry (wB97M-V/def2-TZVPD, OMol25).

ΔE to the lowest compared entry with this formula, charge and spin	33.28	kcal/mol
2S+1	3
net charge	+1
LUMO energy (spin up / spin down)	-2.2 / -2.7	eV
electronic energy	-4436.5055	Eh
expectation value of S²	2.0187
frontier orbital gap (spin up / spin down)	6.00 / 6.90	eV
HOMO level (spin up / spin down)	-8.23 / -9.61	eV
largest force on an atom	1.9	eV Å⁻¹

Each line ends with the Mulliken spin population.
Cartesian coordinates (Å):
Ti1 -0.92 0.79 1.08  1.069
C1 1.42 3.16 5.35  -0.001
S1 2.09 3.37 3.68  0.016
C2 0.81 2.74 2.64  0.061
S2 -0.63 2.09 3.28  -0.013
N1 1.11 2.81 1.37  -0.017
N2 0.28 2.17 0.52  0.095
C3 0.32 2.47 -0.77  0.331
C4 -0.51 1.70 -1.61  0.029
C5 -0.70 1.94 -2.99  0.058
C6 -1.58 1.16 -3.70  0.035
C7 -2.25 0.13 -3.04  0.101
C8 -2.00 -0.08 -1.70  -0.004
N3 -1.17 0.67 -0.97  0.100
H1 0.91 4.07 5.66  0.001
H2 2.26 2.96 6.01  0.000
H3 0.73 2.32 5.35  0.001
H4 0.94 3.28 -1.14  0.006
H5 -0.17 2.76 -3.45  -0.001
H6 -1.75 1.34 -4.75  0.002
H7 -2.95 -0.50 -3.57  0.007
H8 -2.51 -0.89 -1.19  0.022
N4 -1.21 -2.80 0.78  0.015
C9 -2.30 -2.10 1.13  0.027
N5 -2.35 -0.80 1.22  -0.039
C10 -3.63 -0.36 1.50  0.023
C11 -4.55 -1.35 1.68  -0.005
S3 -3.82 -2.91 1.47  0.002
C12 -3.87 1.07 1.48  0.010
C13 -5.06 1.71 1.68  -0.001
S4 -4.86 3.42 1.54  0.000
C14 -3.15 3.15 1.23  0.005
N6 -2.81 1.90 1.20  -0.002
N7 -2.32 4.19 1.00  0.009
H9 -0.41 -2.30 0.41  -0.003
H10 -1.29 -3.79 0.58  -0.001
H11 -5.59 -1.27 1.91  0.000
H12 -6.01 1.28 1.91  0.000
H13 -2.63 5.12 1.23  0.000
H14 -1.33 4.02 1.09  0.003
C15 -1.01 -3.24 -5.04  0.000
N8 0.07 -2.30 -5.07  -0.001
C16 0.63 -1.78 -6.22  -0.001
C17 1.61 -0.94 -5.85  0.000
N9 1.64 -0.93 -4.48  0.000
C18 0.69 -1.77 -3.99  0.001
S5 0.43 -2.10 -2.39  0.003
H15 -0.79 -4.07 -5.71  0.000
H16 -1.95 -2.78 -5.35  0.000
H17 -1.12 -3.61 -4.02  0.000
H18 0.29 -2.07 -7.19  0.000
H19 2.28 -0.34 -6.44  0.000
H20 2.28 -0.40 -3.90  0.001
C19 3.50 0.92 1.56  0.006
N10 3.64 -0.03 0.43  -0.010
C20 4.70 -1.01 0.73  -0.001
C21 2.32 -0.65 0.05  -0.017
C22 1.60 -1.24 1.24  0.049
C23 2.09 -2.44 1.78  -0.019
C24 1.61 -2.92 2.98  0.017
C25 0.61 -2.21 3.63  -0.005
C26 0.05 -1.10 3.03  0.124
C27 0.49 -0.56 1.80  -0.134
H21 4.47 1.34 1.82  0.000
H22 3.10 0.40 2.42  -0.002
H23 2.82 1.73 1.30  0.002
H24 3.95 0.51 -0.38  0.001
H25 4.43 -1.56 1.63  0.000
H26 5.64 -0.49 0.91  0.000
H27 4.82 -1.71 -0.09  0.000
H28 2.52 -1.41 -0.71  0.008
H29 1.69 0.14 -0.39  0.022
H30 2.84 -3.00 1.24  0.001
H31 2.00 -3.83 3.40  0.002
H32 0.26 -2.54 4.60  -0.001
H33 -0.77 -0.61 3.56  0.009

Copy entry 2 word for word.
# C19H28N6O4PRuS3

A molecular structure, C19H28N6O4PRuS3 at a distorted geometry (wB97M-V/def2-TZVPD, OMol25).

ΔE to the lowest compared entry with this formula, charge and spin	44.12	kcal/mol
net charge	-1
LUMO energy	2.6	eV
electronic energy	-3001.3296	Eh
frontier orbital gap	6.55	eV
HOMO level	-3.93	eV
largest force on an atom	3.2	eV Å⁻¹

Each line ends with the natural charge from an NBO analysis.
Cartesian coordinates (Å):
Ru1 -0.51 -0.43 1.02  0.582
C1 1.54 5.15 1.54  -0.617
C2 0.64 4.87 2.74  -0.201
N1 -0.37 3.83 2.53  -0.624
C3 -0.05 2.51 2.27  0.283
S1 -0.97 1.32 3.14  -0.270
N2 0.90 2.21 1.44  -0.440
N3 0.99 0.92 1.17  -0.087
C4 2.19 0.39 1.03  0.157
C5 3.38 1.28 0.87  -0.656
C6 2.24 -1.02 1.25  0.178
C7 3.43 -1.77 1.23  -0.241
C8 3.42 -3.08 1.64  -0.188
C9 2.22 -3.65 2.06  -0.275
C10 1.08 -2.89 2.01  0.072
N4 1.05 -1.62 1.60  -0.385
H1 2.14 6.04 1.72  0.189
H2 0.93 5.30 0.64  0.214
H3 2.19 4.30 1.36  0.232
H4 0.09 5.78 2.98  0.183
H5 1.27 4.63 3.61  0.166
H6 -1.07 3.83 3.26  0.389
H7 3.07 2.17 0.33  0.250
H8 4.17 0.78 0.31  0.205
H9 3.77 1.59 1.84  0.219
H10 4.34 -1.29 0.90  0.213
H11 4.33 -3.67 1.62  0.207
H12 2.17 -4.67 2.42  0.215
H13 0.12 -3.30 2.30  0.230
C11 2.23 -5.35 -1.42  -0.620
C12 1.30 -4.29 -1.96  -0.069
O1 0.35 -3.96 -0.94  -0.841
P1 -0.56 -2.63 -1.10  1.651
S2 0.51 -1.02 -1.56  -0.544
S3 -1.82 -2.59 0.43  -0.520
O2 -1.38 -3.11 -2.43  -0.846
C13 -2.26 -2.18 -3.06  -0.071
C14 -2.92 -2.88 -4.23  -0.617
H14 2.84 -5.75 -2.23  0.200
H15 1.65 -6.16 -0.98  0.210
H16 2.88 -4.93 -0.65  0.210
H17 0.76 -4.65 -2.83  0.175
H18 1.85 -3.38 -2.24  0.195
H19 -1.70 -1.31 -3.38  0.192
H20 -3.01 -1.85 -2.33  0.192
H21 -2.17 -3.18 -4.96  0.201
H22 -3.63 -2.21 -4.71  0.204
H23 -3.45 -3.77 -3.88  0.207
C15 -2.45 4.12 -1.65  -0.396
N5 -2.70 2.94 -0.84  -0.441
C16 -3.89 2.75 -0.21  0.058
C17 -4.12 1.70 0.58  -0.377
C18 -3.02 0.77 0.82  0.626
O3 -3.08 -0.17 1.61  -0.663
N6 -1.85 0.98 0.15  -0.642
C19 -1.62 2.04 -0.67  0.779
O4 -0.58 2.26 -1.27  -0.672
H24 -3.40 4.50 -2.04  0.183
H25 -1.79 3.85 -2.47  0.236
H26 -1.96 4.90 -1.06  0.192
H27 -4.64 3.51 -0.40  0.189
H28 -5.06 1.54 1.09  0.219